Formula: C29H46ClN2OSSi
Source: OMol25
Level of theory: the ωB97M-V functional and the def2-TZVPD basis

The geometry in XYZ format:
```
81
Properties=species:S:1:pos:R:3:forces:R:3:mulliken_charge:R:1
C 7.208336 -1.503872 2.136108 -1.1 -0.4 0.2 -0.918
C 6.038811 -2.611884 1.950645 0.0 0.4 -0.3 -0.564
C 5.241669 -2.325525 0.580837 0.3 0.4 0.4 -0.296
C 6.164015 -2.313609 -0.733382 -0.4 -0.2 0.0 -0.598
C 5.250900 -2.206597 -2.055325 0.3 0.5 0.3 -0.553
C 4.495761 -0.768291 -2.191746 0.9 -0.5 -0.8 -0.283
C 3.297581 -0.911481 -3.270024 -0.7 -0.7 0.5 -1.063
C 1.833476 -0.790449 -2.614796 -2.9 -0.3 1.2 0.510
C 0.927615 0.463120 -2.671062 -1.0 -2.5 1.5 -0.651
C -0.503982 0.540215 -2.010529 1.4 -2.6 0.3 0.467
C -1.384218 1.889443 -2.166678 0.2 -0.3 -0.1 -0.728
C -0.562986 3.209182 -1.689436 -0.9 -1.5 -1.2 -0.237
O -0.249786 3.022113 -0.288581 0.9 2.4 -0.8 -0.044
Si 0.619978 4.355775 0.390586 -0.7 -0.7 1.2 0.328
C 2.526468 4.173828 0.346895 0.8 0.6 -0.1 -0.894
C 0.147915 6.073661 -0.326118 0.4 0.8 -0.1 -0.972
C 0.128423 4.413697 2.270957 0.5 0.1 0.1 -0.957
C -1.059866 -0.715927 -1.238254 3.8 0.6 -2.0 -0.723
C -0.106846 -1.972681 -1.205747 0.9 2.1 -0.2 0.584
C 1.294343 -2.037563 -1.866733 -2.4 3.1 0.1 -0.625
S -0.773408 -3.441751 -0.248564 1.4 2.9 -0.1 -0.204
C -1.620028 -2.569320 1.184788 -1.4 2.1 1.3 0.353
C -1.538777 -3.119724 2.640007 -0.8 3.3 -0.4 -0.295
C -2.222422 -2.336104 3.790536 0.1 1.0 -4.6 -0.514
C -3.000873 -1.044342 3.412412 1.3 -1.7 -1.7 -0.361
C -3.099617 -0.466419 1.942535 2.4 -3.0 0.4 -0.614
N -3.881045 0.784884 1.692431 0.0 -1.6 1.0 -0.001
C -5.326129 0.572430 2.003447 -1.7 0.0 -0.3 -0.518
C -6.250146 0.326950 0.691886 -0.8 -0.6 1.0 -0.536
C -6.426157 -1.263773 0.473960 0.9 0.3 -0.8 -0.043
C -7.028919 -1.674532 -0.957579 -0.4 -0.5 0.0 -1.158
C -2.370751 -1.225042 0.777319 0.0 -0.1 4.5 -0.750
N -2.395360 -0.693708 -0.603896 1.8 -1.6 0.2 0.977
C -3.430496 -1.366562 -1.463549 -1.6 0.4 -0.5 -0.207
H 6.721593 -0.478443 1.948109 0.9 -1.4 0.1 0.237
H 8.035896 -1.696421 1.370896 -1.0 0.4 1.3 0.223
H 7.581419 -1.486870 3.220606 -0.2 -0.2 -1.7 0.319
H 6.444529 -3.694863 1.987121 -0.5 1.8 -0.2 0.318
H 5.282845 -2.524791 2.802291 1.0 -0.1 -1.1 0.322
H 4.792964 -1.262560 0.687125 0.5 -1.8 -0.1 0.112
H 4.378154 -3.086298 0.503506 1.3 1.2 -0.1 0.229
H 6.800011 -3.276276 -0.750724 -1.0 1.4 -0.1 0.281
H 6.906614 -1.428668 -0.714986 -1.2 -1.3 0.1 0.245
H 4.459907 -3.030686 -2.058040 1.1 1.0 0.1 0.259
H 5.923971 -2.346694 -2.982389 -1.1 0.2 1.3 0.307
H 4.161788 -0.373714 -1.175631 0.2 -0.6 -1.5 0.208
H 5.287186 -0.047775 -2.625124 -1.2 -0.9 0.8 0.304
H 3.363342 -1.999566 -3.664237 -0.2 1.8 0.5 0.394
H 3.448823 -0.237172 -4.181543 -0.4 -0.7 1.5 0.402
H 1.313859 1.386212 -3.215785 -0.6 -1.4 0.8 0.097
H -1.704814 2.022542 -3.273069 0.7 -0.2 1.6 0.364
H -2.379939 1.795518 -1.585310 1.8 0.0 -0.6 0.192
H -1.226556 4.136062 -1.891010 1.1 -1.4 0.5 0.221
H 0.370613 3.268631 -2.371759 -1.2 0.1 1.2 0.206
H 2.945996 4.271644 -0.725148 -0.5 -0.5 1.7 0.275
H 2.974459 5.068025 0.933524 -0.7 -1.4 -0.9 0.256
H 2.871328 3.223565 0.878894 -0.4 1.2 -1.0 0.248
H -0.901814 6.112521 -0.771744 1.5 0.0 0.5 0.290
H 0.192524 6.837960 0.540927 -0.1 -1.2 -1.3 0.296
H 0.956774 6.402042 -1.084575 -1.5 -0.4 0.9 0.256
H 0.734865 5.297530 2.702100 -1.0 -1.3 -0.5 0.287
H 0.485155 3.457880 2.803420 -0.8 1.4 -0.7 0.259
H -0.996367 4.595476 2.421665 1.7 -0.4 -0.1 0.249
H 1.877617 -3.017096 -1.748816 -0.9 1.7 -0.3 0.115
H -0.930193 -4.088053 2.786436 -1.2 1.8 -0.2 0.252
H -2.118837 -2.748576 4.847862 -0.4 0.9 -1.6 0.278
H -3.532556 -0.486863 4.253805 0.8 -0.7 -1.4 0.271
H -3.555166 1.546031 2.305804 0.1 -0.8 -0.4 0.349
H -5.770037 1.480843 2.554197 0.9 -1.1 -0.8 0.334
H -5.527850 -0.337344 2.691531 0.6 1.4 -1.0 0.274
H -7.296283 0.744135 0.963880 1.5 -0.5 -0.6 0.350
H -5.871829 0.879723 -0.234553 -0.3 -0.9 1.3 0.245
H -5.362990 -1.711009 0.522264 -1.8 0.5 0.3 -0.066
H -7.078951 -1.685612 1.316945 1.1 0.5 -1.2 0.420
H -6.892271 -0.851507 -1.738363 -0.2 -1.0 1.1 0.267
H -8.150857 -1.929320 -0.871811 1.6 0.6 -0.2 0.343
H -6.528853 -2.629006 -1.381495 -0.7 1.6 0.8 0.254
H -3.178339 -1.258089 -2.572666 -0.1 -0.1 1.6 0.384
H -4.414749 -0.775742 -1.300469 1.5 -1.0 -0.3 -0.157
H -3.623273 -2.463171 -1.181406 0.5 1.6 -0.5 0.067
Cl -3.213188 -4.040297 0.374396 -2.8 -2.1 0.2 -0.547
```
Forces are in eV/Å.

## Properties
HOMO level = -0.12841 Eh
net charge = -1
E_tot = -2464.913361 Ha